Record 1
Molecular formula: C4H9N2
Method: DFT, ωB97M-V with the def2-TZVPD basis set

Each line ends with the Mulliken charge.
CARTESIAN COORDINATES (ANGSTROEM)
C 1.46 0.36 1.39  0.34
C 1.52 -0.32 0.11  -0.22
C 0.29 0.46 -0.22  -0.98
C -1.69 -0.70 -1.24  -0.75
N 1.71 0.98 2.39  -0.42
N -1.03 -0.03 -0.04  -0.13
H 2.47 -0.19 -0.45  0.32
H 1.39 -1.40 0.17  0.25
H 0.48 1.18 -0.98  0.51
H -0.81 -0.71 -1.94  0.29
H -1.96 -1.76 -1.27  0.34
H -2.39 -0.07 -1.79  0.34
H 1.18 1.84 2.80  0.34
H -1.04 -0.51 0.82  0.37
H -1.56 0.86 0.26  0.40

Calculated values
Kohn-Sham gap: 8.7003 eV
total charge: +1

Record 2
Molecular formula: C4H9N2
Method: DFT, ωB97M-V with the def2-TZVPD basis set

Each line ends with the Mulliken charge.
CARTESIAN COORDINATES (ANGSTROEM)
N -1.18 -1.01 -0.18  -0.59
C -0.38 0.00 0.34  0.77
C 0.56 0.77 -1.02  -0.19
N 0.42 0.35 -2.20  -0.22
C -0.35 0.68 1.66  -0.57
C 0.66 -0.37 1.39  -0.70
H -2.25 -0.76 -0.15  0.26
H -0.95 -1.69 -0.92  0.26
H 1.53 1.15 -0.62  0.31
H 1.17 0.52 -2.91  0.30
H -0.41 -0.29 -2.43  0.30
H -1.20 0.60 2.28  0.29
H 0.09 1.66 1.72  0.24
H 1.74 -0.10 1.37  0.26
H 0.55 -1.51 1.68  0.27

Calculated values
SMILES: NC1(C=[NH2+])CC1
Kohn-Sham gap: 9.2507 eV
total charge: +1

Record 3
Molecular formula: C4H9N2
Method: DFT, ωB97M-V with the def2-TZVPD basis set

Each line ends with the Mulliken charge.
CARTESIAN COORDINATES (ANGSTROEM)
C 0.11 1.15 -0.44  -0.20
C 0.09 -0.26 0.22  -0.35
C 1.31 0.49 0.42  -0.01
C -3.29 0.16 -0.62  -0.90
N -0.80 0.80 0.56  -0.30
N 2.65 -0.17 -0.10  -0.29
H -0.13 1.53 -1.39  0.30
H -0.21 -1.26 0.04  0.40
H 1.62 0.85 1.35  0.40
H -3.51 -0.79 -0.14  0.33
H -3.14 1.02 -0.02  0.32
H -2.93 0.34 -1.69  0.26
H 3.30 0.47 -0.34  0.29
H 2.42 -0.76 -0.93  0.37
H 2.94 -0.76 0.65  0.36

Calculated values
2S+1: 3
Kohn-Sham gap (spin up / spin down): 7.1618 / 10.5052 eV
total charge: +1

Record 4
Molecular formula: C4H9N2O
Method: DFT, ωB97M-V with the def2-TZVPD basis set

Each line ends with the Mulliken charge.
CARTESIAN COORDINATES (ANGSTROEM)
C -1.11 0.55 -1.66  -1.21
C -0.28 -0.11 -0.63  0.93
C -0.61 -0.45 0.64  -0.91
N 0.32 -1.36 1.08  0.01
C 1.32 -1.40 0.20  -0.19
N 0.94 -0.73 -0.88  -0.04
H -0.53 0.55 -2.59  0.35
H -1.52 1.51 -1.38  0.35
H -1.92 -0.12 -1.97  0.31
H -1.41 -0.06 1.24  0.47
H 0.42 -1.88 1.94  0.23
H 2.20 -1.97 0.42  0.40
H 1.65 -0.53 -1.57  0.27
H 0.44 1.34 2.00  0.31
H -0.26 2.63 1.82  0.33
O 0.35 2.05 1.35  -0.62

Calculated values
Kohn-Sham gap: 10.6776 eV
total charge: +1

Record 5
Molecular formula: C4H9N2O
Method: DFT, ωB97M-V with the def2-TZVPD basis set

Each line ends with the Mulliken charge.
CARTESIAN COORDINATES (ANGSTROEM)
C -0.27 -0.71 0.02  0.74
C -1.15 0.37 0.48  -0.43
C -0.98 1.66 -0.28  -0.88
C 1.79 0.43 0.02  -0.40
N 1.04 -0.78 -0.16  -0.06
N -0.86 -1.92 -0.05  -0.33
O 3.02 0.10 -0.20  -0.32
H -2.19 -0.09 0.65  0.30
H -0.87 0.64 1.49  0.27
H 0.19 1.77 -0.54  0.24
H -1.61 1.73 -1.13  0.34
H -1.33 2.46 0.47  0.28
H 1.59 -1.65 -0.29  0.33
H -1.83 -2.11 -0.39  0.30
H -0.20 -2.63 -0.12  0.18
H 3.65 0.72 0.05  0.45

Calculated values
Kohn-Sham gap: 9.3232 eV
total charge: +1

Record 6
Molecular formula: C4H9N2O
Method: DFT, ωB97M-V with the def2-TZVPD basis set

Each line ends with the Mulliken charge.
CARTESIAN COORDINATES (ANGSTROEM)
C 0.91 1.89 0.39  0.59
C -0.21 -0.92 1.09  -0.46
C -0.47 0.24 0.26  -0.45
C 0.38 -0.94 -0.28  -0.39
N 0.01 2.86 0.59  -0.35
N -0.24 -1.89 -1.31  -0.41
O 2.05 1.52 0.18  -0.44
H 0.49 -0.94 1.88  0.25
H -1.04 -1.73 1.36  0.23
H -1.34 0.69 -0.14  0.33
H 1.45 -0.83 -0.25  0.45
H -0.97 2.57 0.62  0.19
H 0.11 3.92 0.49  0.25
H -1.32 -2.08 -1.16  0.44
H 0.17 -2.84 -1.38  0.37
H 0.01 -1.52 -2.33  0.41

Calculated values
2S+1: 3
Kohn-Sham gap (spin up / spin down): 5.0932 / 9.0090 eV
total charge: +1

Record 7
Molecular formula: C4H9N2O2
Method: DFT, ωB97M-V with the def2-TZVPD basis set

Each line ends with the Mulliken charge.
CARTESIAN COORDINATES (ANGSTROEM)
O 1.07 1.71 -1.67  -0.69
C 0.37 1.28 -0.76  0.25
N -0.89 0.72 -0.89  -0.37
C -1.00 -0.22 -2.02  -0.80
C 0.79 1.44 0.74  0.05
N 0.05 0.67 1.69  -1.12
C 0.21 -1.87 1.64  -0.32
O -0.08 -2.51 0.66  -0.51
H -1.06 0.26 0.01  0.52
H -1.98 -0.08 -2.49  0.22
H -0.29 0.08 -2.79  0.34
H -0.80 -1.23 -1.68  0.24
H 0.75 2.50 0.96  0.35
H 1.87 1.18 0.72  0.19
H 0.13 -0.36 1.43  0.19
H 1.25 -1.59 1.88  0.23
H -0.38 -1.97 2.57  0.23

Calculated values
Kohn-Sham gap: 6.5291 eV
total charge: -1

Record 8
Molecular formula: C4H9N2O2
Method: DFT, ωB97M-V with the def2-TZVPD basis set

Each line ends with the Mulliken charge.
CARTESIAN COORDINATES (ANGSTROEM)
C -1.03 0.97 0.95  -0.46
N -0.78 0.54 2.19  -0.49
C -0.20 -0.70 2.26  0.15
O 0.80 -0.97 2.89  -0.52
C 0.39 1.56 0.33  -0.37
N 0.10 2.13 -0.82  -0.54
C 0.40 -1.98 -2.24  -0.25
O -0.62 -2.56 -2.86  -0.76
H -1.28 0.21 0.19  0.27
H -1.72 1.81 1.02  0.42
H 0.23 -0.89 -2.02  -0.01
H -0.70 -1.51 1.68  0.36
H 0.87 2.27 1.03  0.45
H 0.97 0.63 0.28  0.24
H 0.64 2.99 -0.93  0.23
H 1.39 -2.11 -2.75  0.23
H 0.54 -2.37 -1.19  0.05

Calculated values
Kohn-Sham gap: 2.9997 eV
total charge: -1

Record 9
Molecular formula: C4H9N2O2
Method: DFT, ωB97M-V with the def2-TZVPD basis set

Each line ends with the Mulliken charge.
CARTESIAN COORDINATES (ANGSTROEM)
C 0.15 -0.84 -0.54  -1.00
C 1.16 0.22 -0.09  -0.04
C 2.66 -0.12 -0.14  -0.52
O 3.44 0.79 0.42  -0.86
N -1.13 -0.32 -1.03  -0.30
C -1.96 0.08 0.10  0.47
N -2.14 -0.97 0.92  -0.57
O -2.48 1.16 0.08  -0.63
H 0.67 -1.38 -1.34  0.38
H 0.06 -1.55 0.28  0.41
H 0.97 1.16 -0.62  0.25
H 1.06 0.45 0.99  0.15
H 2.69 -1.17 0.33  0.12
H 2.90 -0.41 -1.22  0.17
H -1.03 0.52 -1.58  0.29
H -1.27 -0.34 1.23  0.38
H -2.97 -0.75 1.48  0.32

Calculated values
Kohn-Sham gap: 5.8229 eV
total charge: -1

Record 10
Molecular formula: C4H9N2O2
Method: DFT, ωB97M-V with the def2-TZVPD basis set

Each line ends with the Mulliken charge.
CARTESIAN COORDINATES (ANGSTROEM)
N 1.56 0.41 -1.91  -0.68
C 1.21 -0.69 -0.96  -0.59
C -0.24 -0.65 -0.49  -0.76
C -0.46 0.36 0.67  0.18
N 0.03 -0.20 1.92  -0.49
C -1.98 0.65 0.75  0.52
O -2.52 0.40 1.84  -0.77
O -2.52 1.04 -0.31  -0.75
H 1.89 1.24 -1.44  0.28
H 0.70 0.72 -2.35  0.25
H 1.86 -0.53 -0.09  0.33
H 1.40 -1.61 -1.51  0.27
H -0.90 -0.42 -1.31  0.35
H -0.44 -1.62 -0.05  0.31
H 0.16 1.24 0.43  0.16
H 0.95 0.05 2.23  0.15
H -0.71 -0.40 2.57  0.20

Calculated values
SMILES: NCC[C@H](N)C(=O)[O-]
Kohn-Sham gap: 8.0708 eV
total charge: -1

Record 11
Molecular formula: C4H9N2O2
Method: DFT, ωB97M-V with the def2-TZVPD basis set

Each line ends with the Mulliken charge.
CARTESIAN COORDINATES (ANGSTROEM)
C -0.79 0.67 0.06  -0.45
N -1.00 -0.68 -0.46  -0.37
C -1.04 -0.71 -1.96  -0.27
O -1.03 0.50 -2.55  -0.34
C 0.74 0.90 0.21  -0.89
N 1.44 -0.18 0.83  -0.11
C 1.49 -0.31 2.17  0.07
O 2.08 -1.20 2.76  -0.55
H -1.27 1.49 -0.47  0.32
H -1.15 0.65 1.09  0.42
H -1.88 -1.06 -0.16  0.26
H -1.97 -1.21 -2.27  0.34
H -0.14 -1.23 -2.31  0.25
H 0.85 1.83 0.72  0.39
H 1.18 1.14 -0.76  0.37
H 1.53 -1.03 0.30  0.25
H 0.98 0.44 2.80  0.33

Calculated values
2S+1: 2
Kohn-Sham gap (spin up / spin down): 10.3325 / 7.6460 eV
total charge: 0

Record 12
Molecular formula: C4H9N2O2
Method: DFT, ωB97M-V with the def2-TZVPD basis set

Each line ends with the Mulliken charge.
CARTESIAN COORDINATES (ANGSTROEM)
C -1.97 -0.36 -0.71  -0.60
O -2.34 0.96 -0.80  -0.40
C -0.59 -0.33 0.04  0.14
C 0.57 0.16 -0.77  -0.66
C 2.04 -0.10 -0.15  0.65
N 2.01 -0.11 1.42  -0.68
O 3.07 0.06 -0.92  -0.55
N -0.84 0.58 1.19  -0.79
H -2.58 -0.85 0.04  0.35
H -1.95 -0.87 -1.68  0.38
H -0.24 -1.30 0.42  0.33
H 0.66 -0.03 -1.82  0.35
H 0.56 1.26 -0.59  0.31
H 2.09 -1.01 0.50  0.11
H 1.06 -0.20 1.83  0.38
H -1.67 1.15 0.64  0.40
H 0.11 0.98 1.36  0.26

Calculated values
2S+1: 2
Kohn-Sham gap (spin up / spin down): 8.9826 / 7.1015 eV
total charge: 0

Record 13
Molecular formula: C4H9N2O2
Method: DFT, ωB97M-V with the def2-TZVPD basis set

Each line ends with the Mulliken charge.
CARTESIAN COORDINATES (ANGSTROEM)
C 1.07 1.55 -0.87  0.53
C -0.09 -1.81 0.01  0.38
C 0.63 2.93 -0.38  -1.18
C -1.71 -2.75 1.46  -0.71
N 0.34 0.50 -0.20  -0.19
N 2.10 1.23 -1.54  -0.58
O 0.50 -0.84 -0.58  -0.06
O -1.01 -1.65 0.90  -0.27
H 0.38 -2.70 -0.49  0.42
H -0.42 2.89 -0.40  0.37
H 1.03 3.57 -1.10  0.37
H 0.77 3.03 0.64  0.36
H -1.96 -2.41 2.38  0.25
H -1.14 -3.56 1.40  0.41
H -2.52 -2.86 0.79  0.35
H -0.61 0.83 -0.15  0.27
H 2.64 2.05 -1.87  0.28

Calculated values
Kohn-Sham gap: 9.1341 eV
total charge: +1

Record 14
Molecular formula: C4H9N2O2
Method: DFT, ωB97M-V with the def2-TZVPD basis set

Each line ends with the Mulliken charge.
CARTESIAN COORDINATES (ANGSTROEM)
C -1.67 0.48 -0.09  0.23
C -0.78 1.74 0.07  -0.29
C -1.06 -0.78 0.28  -0.02
C 0.91 0.21 -0.34  -0.34
N -1.11 -1.93 -0.34  -0.31
N 2.25 -0.09 0.43  -0.30
O -2.86 0.59 -0.29  -0.47
O 0.53 1.55 -0.23  -0.41
H -1.25 2.37 -0.63  0.36
H -0.86 2.06 1.03  0.31
H -0.70 -0.96 1.30  0.39
H 0.99 -0.08 -1.48  0.23
H -0.51 -2.71 -0.04  0.26
H -1.47 -1.97 -1.31  0.27
H 3.12 -0.03 -0.17  0.37
H 2.06 -1.13 0.83  0.41
H 2.41 0.70 0.98  0.32

Calculated values
Kohn-Sham gap (spin up / spin down): 8.3302 / 8.3309 eV
total charge: +1

Record 15
Molecular formula: C4H9N2O4
Method: DFT, ωB97M-V with the def2-TZVPD basis set

Each line ends with the Mulliken charge.
CARTESIAN COORDINATES (ANGSTROEM)
C 0.55 -1.45 -0.08  -0.10
C 0.79 0.69 -0.42  0.43
C 2.05 0.24 0.28  -0.01
C -2.83 -0.22 -0.08  0.44
N -0.10 -0.50 -0.61  -0.69
N 1.78 -1.19 0.46  -0.22
O 0.11 1.58 0.47  -0.61
O 3.30 0.53 -0.27  -0.50
O -4.04 -0.40 -0.16  -0.33
O -2.36 0.82 0.35  -0.40
H 0.08 -2.46 -0.20  0.38
H 1.00 1.18 -1.43  0.30
H 1.91 0.67 1.30  0.32
H -2.26 -1.14 -0.24  0.34
H 2.23 -1.89 0.93  0.12
H 0.31 2.51 0.26  0.34
H 3.56 -0.18 -0.87  0.35
H -4.73 0.28 -0.03  0.41
H -1.33 0.94 0.31  0.42

Calculated values
Kohn-Sham gap: 9.8301 eV
total charge: +1

Record 16
Molecular formula: C4H9N2OS
Method: DFT, ωB97M-V with the def2-TZVPD basis set

Each line ends with the Mulliken charge.
CARTESIAN COORDINATES (ANGSTROEM)
C 0.70 -2.14 0.61  -0.81
N 1.31 -1.19 -0.32  -0.17
C 0.84 0.03 -0.71  0.38
O 1.44 0.67 -1.55  -0.66
C -0.47 0.49 -0.06  0.20
N -0.16 0.95 1.30  -0.54
C -1.17 1.57 -0.87  -1.00
S -2.79 1.94 -0.11  -0.65
H 1.01 -3.16 0.41  0.35
H 0.87 -1.82 1.64  0.25
H -0.39 -2.08 0.49  0.27
H 2.02 -1.57 -0.94  0.28
H -1.17 -0.34 0.02  0.10
H 0.76 1.37 1.36  0.22
H -0.95 1.53 1.57  0.27
H -0.57 2.48 -0.90  0.24
H -1.29 1.25 -1.92  0.26

Calculated values
SMILES: CNC(=O)[C@@H](N)C[S-]
Kohn-Sham gap: 5.8512 eV
total charge: -1

Record 17
Molecular formula: C4H9N2OS
Method: DFT, ωB97M-V with the def2-TZVPD basis set

Each line ends with the Mulliken charge.
CARTESIAN COORDINATES (ANGSTROEM)
N -0.76 -1.76 -1.08  -0.82
C -0.37 -0.75 -0.08  0.37
C -1.30 -0.75 1.13  -1.14
S -0.68 0.34 2.42  -0.61
C -0.32 0.66 -0.66  -0.84
N 1.01 1.27 -0.53  -0.27
C 1.99 0.90 -1.36  0.04
O 1.85 0.34 -2.43  -0.58
H 0.00 -1.85 -1.74  0.31
H -1.57 -1.42 -1.58  0.26
H 0.64 -0.98 0.27  0.33
H -1.40 -1.80 1.44  0.36
H -2.29 -0.50 0.74  0.29
H -0.97 1.36 -0.15  0.27
H -0.52 0.65 -1.73  0.43
H 1.29 1.28 0.45  0.30
H 2.97 1.27 -0.99  0.33

Calculated values
SMILES: N[C@H](C[S-])CNC=O
Kohn-Sham gap: 6.5045 eV
total charge: -1

Record 18
Molecular formula: C4H9N2OS
Method: DFT, ωB97M-V with the def2-TZVPD basis set

Each line ends with the Mulliken charge.
CARTESIAN COORDINATES (ANGSTROEM)
C 1.39 -0.23 0.53  0.62
C -0.77 0.38 0.04  -0.11
C 2.64 -0.89 0.24  -1.11
C -3.06 0.46 -0.63  -0.38
N 1.11 0.55 1.57  -0.20
N 0.39 -0.34 -0.33  -0.13
O -1.92 -0.21 -0.34  -0.20
S -0.59 0.95 1.78  0.06
H -1.19 2.06 -0.94  0.17
H 2.53 -2.03 0.36  0.31
H 3.40 -0.49 0.83  0.38
H 2.90 -0.65 -0.81  0.35
H -2.75 1.50 -0.88  0.18
H -3.80 0.66 0.17  0.26
H -3.60 -0.19 -1.50  0.20
H 1.76 0.86 2.30  0.27
H 0.41 -0.84 -1.27  0.31

Calculated values
Kohn-Sham gap (spin up / spin down): 8.2011 / 8.2040 eV
total charge: +1

Record 19
Molecular formula: C4H9N2OS2
Method: DFT, ωB97M-V with the def2-TZVPD basis set

Each line ends with the Mulliken charge.
CARTESIAN COORDINATES (ANGSTROEM)
C -2.86 1.33 -0.25  -0.85
S -1.36 0.64 -1.02  -0.07
C -0.68 -0.30 0.37  -0.42
C 0.38 -1.62 -0.25  0.46
O 0.07 -2.69 -0.91  -0.38
N 1.62 -1.42 0.23  -0.06
C 1.86 -0.03 0.67  -0.44
S 2.80 0.96 -0.52  -0.11
N 0.58 0.61 0.93  -0.14
H -3.45 0.51 -0.16  0.33
H -3.29 2.04 -0.93  0.37
H -2.59 1.95 0.58  0.29
H -0.87 -2.76 -1.00  0.40
H 2.47 -2.00 -0.01  0.31
H 2.56 0.05 1.50  0.32
H 2.01 0.61 -1.59  0.18
H 0.50 1.53 0.44  0.42
H 0.27 0.60 1.90  0.39

Calculated values
SMILES: CSC1=C(O)N[C@@H](S)[NH2+]1
Kohn-Sham gap: 8.7812 eV
total charge: +1

Record 20
Molecular formula: C4H9N2P
Method: DFT, ωB97M-V with the def2-TZVPD basis set

Each line ends with the Mulliken charge.
CARTESIAN COORDINATES (ANGSTROEM)
C 1.55 0.81 -1.58  -0.80
C -0.94 1.21 0.93  -0.68
C -0.60 -1.16 -1.05  -1.13
C 0.96 -1.13 1.05  -1.17
N -1.14 2.82 -0.87  -0.48
N -1.22 2.02 -0.07  0.53
P 0.76 -0.03 -0.47  0.56
H 2.39 1.47 -1.22  0.21
H -0.50 1.77 1.81  0.31
H -1.62 0.44 0.89  0.44
H -1.42 -0.59 -1.68  0.27
H -0.21 -1.89 -1.71  0.36
H -1.09 -1.51 -0.21  0.43
H 2.05 -1.28 1.26  0.34
H 0.53 -0.85 1.96  0.43
H 0.48 -2.11 0.98  0.38

Calculated values
Kohn-Sham gap: 8.1451 eV
total charge: 0

Energy above the lowest of the compared OMol25 structures with the same formula, charge and spin readings, ordered: 489.4 352.1 347.0 83.2 320.5 271.2 372.1 772.5 390.3 51.9 78.5 575.0 469.5 466.1 110.4 69.1 53.9 518.8 227.2 628.9 kJ/mol